# 1
51
Properties=species:S:1:pos:R:3 method="wB97M-V/def2-TZVPD" gap_ev="6.984 / 6.358" total_charge=-1 multiplicity=3 s_squared=2.050 lumo_ev="2.8 / 2.1"
H -0.02 -2.04 2.67
H -2.59 -3.16 -2.19
C -0.35 -1.98 -1.15
C -0.53 -0.12 3.43
C 0.28 0.68 2.44
C -1.82 0.05 -1.40
H -1.41 -3.27 4.33
H -2.61 0.46 6.05
H -2.98 2.46 -0.57
C -1.65 -1.35 -1.55
C 3.41 2.29 -2.68
C 4.23 1.56 -3.54
C 4.52 0.25 -3.20
C -2.04 -0.09 5.31
C -2.70 -2.09 -2.08
H -4.17 2.50 -1.89
C -3.17 2.16 -1.60
H -2.71 -2.01 6.02
C 3.99 -0.28 -2.04
H 4.25 -1.22 0.53
C -0.59 -1.51 3.42
N 0.95 -0.10 1.57
C -1.37 -2.19 4.35
C -2.10 -1.48 5.30
C 3.16 -1.25 0.60
Pt 0.36 2.13 -0.43
O 0.29 1.91 2.51
C 2.56 -0.01 0.01
H 4.19 -1.31 -1.76
H 4.62 2.01 -4.44
H 0.46 -1.60 -1.77
H -2.43 2.70 -2.19
H -4.71 -2.07 -2.85
N 1.53 0.56 0.53
H -4.98 0.37 -2.59
H -0.39 -3.06 -1.25
H 3.15 3.32 -2.89
H 5.14 -0.36 -3.84
N -0.82 0.77 -0.90
N 2.91 1.79 -1.57
C -3.03 0.68 -1.78
O 1.02 3.98 -0.31
H 2.87 -1.34 1.64
O -0.19 3.91 -1.03
C -3.89 -1.47 -2.45
C -4.05 -0.10 -2.30
H 2.81 -2.15 0.08
H -1.21 1.66 4.37
H -0.09 -1.72 -0.12
C 3.17 0.52 -1.23
C -1.27 0.58 4.39

# 2
49
Properties=species:S:1:pos:R:3 method="wB97M-V/def2-TZVPD" smiles="C=Cc1n[nH]c2cnc(-c3cncc(OC[C@@H](N)Cc4ccccc4)c3)cc12" gap_ev=7.861 lumo_ev=-0.3 relative_energy_kj_mol=461.7
C -0.65 -2.42 -1.53
C -0.95 -4.21 0.70
C -1.82 1.71 -1.04
C -2.16 4.36 -0.46
H 1.89 -5.70 3.88
H -1.81 6.43 -4.18
C -1.82 4.35 -4.91
C 3.61 -3.01 2.90
H -0.80 0.39 -3.37
H 0.66 -6.33 1.92
H 4.55 -2.57 2.80
H 0.37 -2.05 2.34
H -0.22 -3.34 -1.77
C -0.95 -0.20 -2.48
H -1.47 4.65 -5.90
H -0.71 -4.96 3.99
C -1.79 2.58 -2.11
N -2.04 2.07 0.18
C -2.13 5.20 -2.50
C 0.93 -3.95 3.12
C -1.95 3.91 -1.81
O -1.61 -2.93 0.73
H -1.44 -4.76 -0.18
C -1.30 -2.07 -0.32
H -2.17 -0.47 0.64
C -1.64 -0.71 -0.25
H -1.76 2.28 -3.10
C 1.18 -2.68 2.71
H -2.13 -5.32 2.23
C 2.01 -4.71 3.54
C 3.34 -4.34 3.36
C -0.56 -4.34 3.11
H -2.14 3.55 1.56
N -0.39 -6.44 1.92
C -2.07 3.39 0.52
C -1.09 -5.12 2.00
C -1.88 5.37 -3.87
H -0.71 -7.16 2.58
N -0.43 -1.49 -2.50
H -2.16 6.23 0.35
N -2.38 6.23 -1.69
H -1.20 -3.47 3.33
H -2.10 3.36 -4.80
H 4.05 -5.08 3.72
C -1.55 0.26 -1.28
N -2.33 5.67 -0.49
H 0.16 -4.04 0.41
H 2.52 -1.12 2.16
C 2.46 -2.18 2.59

# 3
58
Properties=species:S:1:pos:R:3 method="wB97M-V/def2-TZVPD" gap_ev="5.894 / 5.486" total_charge=+1 multiplicity=3 s_squared=2.016 lumo_ev="-3.9 / -6.0"
H -2.94 -0.17 1.01
H 1.68 6.97 -0.93
H 0.23 -3.46 1.36
N -0.92 1.58 -0.86
N -3.37 1.19 -0.50
O -2.27 5.14 1.05
O 6.45 -7.05 -0.70
S 5.70 -6.18 -1.56
C 2.56 -6.79 0.76
O 2.91 1.72 1.03
O -1.64 3.19 2.04
C 2.53 5.15 -0.13
H 3.55 5.35 -0.35
H -4.26 -1.58 -0.38
O 4.52 3.21 0.81
O 6.37 -5.03 -2.10
C -1.36 4.17 1.37
C 1.93 -5.58 0.81
C -3.83 0.32 0.65
H -4.35 0.98 1.40
C 2.12 -3.08 0.28
C -4.40 1.90 -1.32
H -4.14 1.85 -2.38
N 3.79 -4.66 -0.36
H -3.17 4.88 1.41
H 2.15 -7.72 1.19
O 4.70 -6.82 -2.44
C 2.88 -2.08 -0.36
C 1.49 6.03 -0.41
C -5.87 -0.26 -0.95
C 2.64 -4.48 0.24
H 4.58 4.18 1.09
H -6.10 1.67 -0.03
N 0.95 3.54 0.73
H -5.67 -0.67 -1.99
N 1.28 -0.45 0.23
C 0.46 -1.44 0.78
C 2.46 -0.77 -0.37
H -6.48 1.66 -1.80
C -4.82 -0.77 0.11
H 3.04 0.02 -0.83
H -5.32 -1.35 0.90
H -0.60 6.49 0.14
C -0.03 4.52 0.74
N 3.74 -6.97 0.17
C 0.87 -2.73 0.89
H 1.07 -5.33 1.37
C 3.23 2.88 0.78
C 2.22 3.91 0.47
H -4.42 2.99 -0.99
C 4.21 -5.91 -0.45
H 3.80 -2.38 -0.85
H -0.54 -1.21 1.07
C -2.09 1.44 -0.68
C -5.80 1.30 -1.02
H -6.89 -0.51 -0.70
C 0.21 5.74 0.12
Pd 0.98 1.48 0.42

# 4
50
Properties=species:S:1:pos:R:3 method="wB97M-V/def2-TZVPD" smiles=CNc1ncc(-c2ccnc(Nc3cnc4ccccc4c3)n2)c(CC2CC2)n1 gap_ev=8.158 lumo_ev=0.2 relative_energy_kj_mol=21.4
H 2.73 -3.59 4.16
H 3.36 -7.54 2.47
C -2.09 4.28 0.09
N 0.35 3.36 -0.82
N -0.81 -1.08 -0.88
C -2.28 0.10 -2.24
H -2.52 3.01 -1.66
C -0.28 1.15 -1.22
H -3.61 5.67 0.98
H -1.51 6.38 -0.37
C 0.40 -4.77 0.43
C 1.35 -5.01 1.42
C -1.22 0.05 -1.37
H -2.53 1.04 -2.76
H 3.54 3.34 -1.04
H -1.63 -4.07 -1.08
C -2.09 5.56 -0.76
C -3.36 5.14 0.04
N 1.13 -2.79 2.31
N 2.65 3.84 -0.95
H 2.43 4.62 0.98
N -1.24 -3.31 -0.56
H 3.87 -5.86 4.20
C 1.04 0.88 -1.49
C -1.58 -2.12 -1.10
H 3.50 5.56 -0.08
C 1.97 -6.26 1.41
N 1.98 1.79 -1.46
H -2.07 5.51 -1.84
H 0.08 -5.53 -0.28
C -0.24 -3.51 0.42
H 1.35 -0.11 -1.78
C 2.60 4.98 -0.04
C 2.55 -4.34 3.40
C -0.63 2.44 -0.89
C 1.59 3.00 -1.11
H 1.74 5.64 -0.33
C -2.05 2.90 -0.67
C 0.18 -2.56 1.39
C 1.67 -4.01 2.35
H -1.46 4.33 0.97
C 2.88 -6.56 2.44
H 1.72 -6.95 0.65
H -0.30 -1.58 1.41
C 3.14 -5.60 3.43
H -3.87 -1.05 -3.09
C -2.99 -1.08 -2.48
N -2.62 -2.21 -1.91
H -2.65 2.18 -0.14
H -4.21 4.76 -0.53

# 5
47
Properties=species:S:1:pos:R:3 method="wB97M-V/def2-TZVPD" gap_ev=7.993 lumo_ev=0.0 relative_energy_kj_mol=1906.5
H -2.24 5.03 4.51
H 0.01 -2.04 -1.59
C 0.49 -1.34 -1.88
H -1.43 0.08 4.91
H -3.82 -2.41 1.81
C -2.64 3.11 5.74
H 2.98 0.57 -5.32
C -1.69 1.18 4.71
H 3.30 1.30 -2.74
H 0.33 1.66 -4.71
H -3.04 3.56 6.64
H -3.18 0.05 2.75
H 2.80 -1.90 0.61
C -0.19 -2.03 1.18
C -2.41 -0.56 2.20
H 1.92 1.49 -6.44
C -2.37 1.89 5.84
H 1.49 -2.44 -5.81
C 2.55 0.32 -2.55
H -0.41 -0.43 -3.55
H 3.67 -0.47 -0.72
C -2.40 -1.93 1.78
C 1.40 1.42 -4.47
C -1.53 3.19 3.61
C 0.33 -0.47 -2.94
N 1.80 -2.18 -0.05
C 0.87 -2.76 0.62
C 1.23 -0.55 -5.83
C 2.78 -0.61 -1.37
H -2.93 1.29 6.63
O 0.23 -0.67 -6.34
H 1.79 2.21 -4.33
C 1.70 -1.25 -1.01
H -1.20 3.86 2.63
O 1.95 -1.72 -5.52
C -1.51 -2.70 1.32
H 0.98 -0.41 1.61
C -0.12 -0.89 1.76
C -1.43 1.69 3.69
O -0.73 1.42 2.56
C 1.64 0.56 -3.27
H 1.39 -3.69 1.36
C -0.93 -0.08 2.23
H 0.54 -3.50 -0.03
C 1.85 0.86 -5.72
C -2.24 3.91 4.53
H -1.58 -3.64 0.93

# 6
50
Properties=species:S:1:pos:R:3 method="wB97M-V/def2-TZVPD" gap_ev=7.212 lumo_ev=-0.1 relative_energy_kj_mol=115.3
H -4.08 3.70 -1.21
O -2.00 3.28 2.28
H -1.36 0.94 -4.26
C -3.43 -0.47 -3.21
C -3.84 0.95 1.22
C 2.51 -2.81 2.62
H -0.74 3.28 -3.83
C -1.94 1.53 -3.56
H 2.96 -3.28 -0.44
C -2.35 3.63 -2.45
H -0.54 -3.15 1.17
H -2.89 3.98 3.97
H -1.67 5.08 3.28
C 1.32 -4.68 3.55
C 5.02 -0.07 -1.06
O -1.91 4.64 0.49
H 6.36 -1.33 -2.15
H -0.64 -5.04 2.76
C -1.72 3.51 0.90
H 3.50 0.94 0.07
C -2.48 4.38 3.04
C 1.44 -2.57 1.75
C 0.25 -4.42 2.71
C 3.12 -1.17 -0.07
P 1.50 -1.08 0.72
C 3.54 -2.38 -0.61
C 3.85 -0.01 -0.32
Sr -0.65 1.14 0.29
H -4.69 1.34 -1.62
H -3.91 -0.57 -4.19
Se 0.04 -1.32 -0.98
C 5.45 -1.28 -1.58
C -3.81 1.75 -2.08
H 5.03 -3.38 -1.77
C -3.47 3.08 -1.84
C -1.59 2.85 -3.32
H 1.28 -5.51 4.25
H -2.08 4.66 -2.26
H -3.24 4.93 2.50
H 3.27 -4.05 4.19
H 5.59 0.83 -1.24
C -3.05 0.96 -2.94
Se 1.40 0.62 2.17
C 2.45 -3.87 3.51
O -3.53 0.37 2.14
C 0.30 -3.36 1.82
H -2.56 -1.12 -3.21
C 4.71 -2.44 -1.35
H -4.13 -0.84 -2.46
H 3.39 -2.17 2.59

# 7
55
Properties=species:S:1:pos:R:3 method="wB97M-V/def2-TZVPD" gap_ev="6.539 / 6.540" lumo_ev="-1.4 / -1.4" relative_energy_kj_mol=115.3
H 5.63 -1.37 -1.26
C 4.95 0.56 -2.01
O 0.72 0.18 0.62
O -0.51 -0.62 -1.14
N -3.14 1.88 -1.30
H 3.40 0.78 0.24
H 6.52 0.57 -3.48
C 5.17 2.04 -1.68
C 0.78 -0.40 -1.56
C -1.45 -2.25 6.48
C 2.86 0.41 -0.62
H -3.16 1.68 -4.24
S -1.10 -1.97 2.51
C -0.96 -2.26 5.19
C -1.69 -1.68 4.14
C 5.46 0.31 -3.43
C -3.92 1.89 -3.48
H 5.48 -0.14 -0.01
H 3.16 -0.42 -3.89
S -3.82 -0.57 -0.39
Au -2.19 -0.24 1.41
H -4.30 -0.49 5.94
H -4.08 -0.93 -4.10
C -0.70 -2.88 7.53
C -3.22 -1.59 8.08
H 4.87 2.27 -0.66
H 0.77 -0.97 -3.62
H 4.94 0.92 -4.17
H 6.23 2.30 -1.78
N -0.09 -3.38 8.37
C -3.73 0.70 -1.51
C 2.70 -0.27 -2.92
H 6.83 -0.08 -1.14
C 1.35 -0.59 -2.79
N -4.24 0.67 -2.75
C -2.88 -0.99 4.41
C -2.68 -1.62 6.75
H -0.01 -2.73 4.98
B -0.53 -0.26 0.21
C 5.77 -0.31 -1.05
H -4.16 3.56 -2.09
H -2.90 2.16 -0.36
C -3.37 -1.00 5.72
C 1.53 0.09 -0.50
H -4.81 2.28 -3.98
C 3.47 0.22 -1.87
H 4.59 2.68 -2.35
H -2.50 3.35 -2.68
C -4.80 -0.49 -3.41
S -3.75 -0.07 3.21
H -5.70 -0.20 -3.95
H -5.07 -1.24 -2.66
C -3.40 2.82 -2.38
N -3.66 -1.56 9.14
H 5.37 -0.74 -3.72

# 8
60
Properties=species:S:1:pos:R:3 method="wB97M-V/def2-TZVPD" gap_ev="6.581 / 6.565" total_charge=-2 multiplicity=4 s_squared=3.762 lumo_ev="4.6 / 4.6"
H 3.00 -1.40 3.62
C -3.52 0.90 -5.19
B 0.86 0.67 -3.98
H 3.02 3.58 1.27
C -2.04 2.07 -3.75
C -3.84 0.08 -4.14
C -1.00 -0.19 3.57
H 3.33 -3.04 3.02
H -0.01 -0.28 5.46
C -3.51 -0.49 -1.71
C -2.44 -2.04 3.01
H -3.97 0.74 -6.17
H 5.76 -2.04 1.34
N 0.71 1.57 -0.08
C 2.53 0.24 0.80
N -0.80 5.77 -2.07
H -1.31 2.85 -3.56
H 1.73 -2.31 2.79
C -2.16 -2.60 4.25
C 5.22 -1.09 1.19
H 5.50 -0.42 2.01
O -3.26 -2.71 2.18
Se -2.16 3.67 -0.48
O -1.61 0.97 1.12
H -0.55 0.75 3.26
H -4.54 -0.74 -4.25
H -1.09 -2.43 6.09
H 2.23 -3.40 0.11
S 0.35 -0.98 -0.38
N -2.89 -0.81 0.48
H -2.62 -3.55 4.51
H 3.07 -2.50 -1.14
C -2.61 1.93 -5.00
C 3.15 -2.85 -0.11
C 2.80 -2.10 2.80
Si 3.35 -1.42 1.11
C -3.23 0.29 -2.90
C -1.30 -1.97 5.13
C -0.71 -0.76 4.79
F 0.05 -0.40 -4.39
Co -1.22 1.14 -0.89
C -1.32 4.93 -1.46
F 2.19 0.26 -3.83
H -3.33 -2.17 1.34
C -2.11 -0.15 1.37
N -2.33 1.28 -2.73
C -1.87 -0.80 2.67
F 0.78 1.72 -4.92
H 5.58 -0.65 0.26
C 1.27 0.36 0.14
N -2.74 -0.24 -0.72
C 3.13 1.42 1.22
H 4.00 -3.54 -0.03
C 2.54 2.66 0.97
H 0.82 3.61 0.09
F 0.37 1.16 -2.72
H -4.32 -1.21 -1.65
H 4.08 1.38 1.74
C 1.33 2.68 0.31
H -2.33 2.60 -5.80